{"formula": "C50H117NO", "method": "ωB97M-V/def2-TZVPD", "elements": ["C", "C", "C", "C", "C", "C", "H", "H", "H", "H", "H", "H", "H", "H", "H", "H", "H", "H", "H", "H", "C", "C", "C", "C", "C", "C", "H", "H", "H", "H", "H", "H", "H", "H", "H", "H", "H", "H", "H", "H", "C", "C", "C", "C", "C", "C", "H", "H", "H", "H", "H", "H", "H", "H", "H", "H", "H", "H", "H", "H", "C", "C", "C", "C", "C", "C", "H", "H", "H", "H", "H", "H", "H", "H", "H", "H", "H", "H", "H", "H", "C", "C", "C", "C", "C", "C", "H", "H", "H", "H", "H", "H", "H", "H", "H", "H", "H", "H", "H", "H", "C", "C", "C", "C", "C", "C", "H", "H", "H", "H", "H", "H", "H", "H", "H", "H", "H", "H", "H", "H", "C", "C", "C", "C", "C", "C", "H", "H", "H", "H", "H", "H", "H", "H", "H", "H", "H", "H", "H", "H", "C", "C", "C", "C", "C", "C", "H", "H", "H", "H", "H", "H", "H", "H", "H", "H", "H", "H", "H", "H", "O", "C", "N", "C", "H", "H", "H", "H", "H"], "coordinates": [[12.52689, 27.69768, -17.46539], [13.36676, 27.02214, -16.36512], [12.78720, 25.61940, -15.94840], [11.94035, 25.72491, -14.64070], [11.51853, 24.33420, -14.40186], [10.62319, 24.35710, -13.08860], [11.92991, 26.98042, -18.02864], [13.15971, 28.37091, -18.04365], [11.76384, 28.38770, -17.10520], [14.34955, 26.74293, -16.74493], [13.43136, 27.69716, -15.51173], [13.61710, 24.96945, -15.67102], [12.25981, 25.14319, -16.77495], [12.61595, 26.08189, -13.86338], [11.16009, 26.48276, -14.71118], [11.13537, 23.94776, -15.34630], [12.39339, 23.70932, -14.22230], [9.80503, 25.06708, -13.20963], [10.26118, 23.32915, -13.06954], [11.24735, 24.39216, -12.19569], [17.02034, 22.50168, -4.39766], [17.22794, 23.92739, -4.95926], [16.50854, 25.05226, -4.20308], [16.46447, 26.37836, -4.99625], [15.47330, 26.30669, -6.27672], [14.03364, 25.91615, -5.94798], [17.37683, 22.52070, -3.36778], [17.57333, 21.86406, -5.08740], [15.95426, 22.27600, -4.37257], [18.28550, 24.19111, -4.94896], [16.89992, 24.11873, -5.98098], [17.13648, 25.32196, -3.35393], [15.60132, 24.81185, -3.64876], [16.04726, 27.19868, -4.41219], [17.45142, 26.70171, -5.32712], [15.56693, 27.25246, -6.81043], [15.94025, 25.56230, -6.92166], [14.09190, 25.21776, -5.11314], [13.54526, 26.77930, -5.49571], [13.58140, 25.38726, -6.78694], [22.28955, 24.04050, -12.25195], [21.19723, 23.93522, -11.20685], [19.77022, 23.82667, -11.57569], [19.39085, 22.46995, -11.90964], [18.00503, 22.31069, -12.62420], [17.65648, 20.91345, -13.07262], [21.89227, 24.69345, -13.02908], [22.45485, 23.22584, -12.95702], [23.18092, 24.47684, -11.80121], [21.42306, 23.17818, -10.45585], [21.32615, 24.89832, -10.71297], [19.56561, 24.52334, -12.38863], [19.13184, 24.23119, -10.79023], [20.19208, 22.03485, -12.50700], [19.39191, 21.89608, -10.98294], [17.26152, 22.66124, -11.90838], [17.96178, 23.04527, -13.42833], [17.49406, 20.37349, -12.13979], [16.67558, 20.83667, -13.54170], [18.40882, 20.44802, -13.70938], [29.39924, 16.76249, -4.19203], [28.72528, 18.17191, -4.54259], [27.67861, 18.12032, -5.66135], [27.18233, 19.62328, -5.90624], [26.00435, 19.80608, -6.82380], [26.30601, 19.33438, -8.28582], [30.25033, 16.88312, -3.52182], [29.88785, 16.28631, -5.04210], [28.70997, 16.09549, -3.67421], [28.48741, 18.76969, -3.66271], [29.56846, 18.65041, -5.04077], [26.87777, 17.56624, -5.17170], [28.04835, 17.43359, -6.42280], [27.03567, 20.17091, -4.97527], [28.08022, 20.05428, -6.34912], [25.12469, 19.37344, -6.34723], [25.74073, 20.85222, -6.97943], [26.55743, 18.28477, -8.13343], [25.30551, 19.39851, -8.71360], [27.03714, 19.92710, -8.83558], [26.41371, 20.68543, -17.85176], [25.96268, 21.68969, -16.72627], [27.15487, 22.49371, -16.19388], [27.90404, 23.35043, -17.24150], [26.98242, 24.49845, -17.76905], [26.04013, 25.29131, -16.88464], [25.60689, 20.03153, -18.18276], [27.21452, 20.01051, -17.54964], [26.85407, 21.17120, -18.72252], [25.16365, 22.34101, -17.08044], [25.54369, 21.16106, -15.87006], [27.77638, 21.70599, -15.76806], [26.96837, 23.07034, -15.28789], [28.84670, 23.76762, -16.88733], [28.18184, 22.65677, -18.03508], [27.70359, 25.21090, -18.16960], [26.44247, 24.17532, -18.65908], [26.63388, 25.72657, -16.08083], [25.54203, 26.01562, -17.52913], [25.18812, 24.73743, -16.49044], [23.30766, 34.34866, -10.89805], [21.70645, 34.47338, -11.03362], [21.02022, 33.77732, -9.82939], [20.84737, 32.24659, -9.98174], [19.97627, 31.67549, -11.12541], [18.59798, 32.24786, -11.20735], [23.60415, 33.37434, -10.50960], [23.64760, 34.95055, -10.05527], [23.90008, 34.59754, -11.77850], [21.63450, 35.55382, -10.90883], [21.21208, 34.08231, -11.92287], [20.07547, 34.24789, -9.55715], [21.52149, 34.02033, -8.89249], [21.87034, 31.89073, -10.10427], [20.39692, 31.90074, -9.05137], [20.60263, 31.79408, -12.00955], [20.13265, 30.59698, -11.14636], [17.96269, 32.12976, -12.08517], [18.07747, 31.49101, -10.62054], [18.50787, 33.20818, -10.69964], [27.41669, 27.72474, -6.83289], [27.82784, 26.60653, -5.81046], [29.31587, 26.19782, -5.77746], [29.59733, 25.22032, -4.64484], [29.30825, 25.60740, -3.14388], [29.95386, 24.79305, -2.01066], [27.74536, 27.28757, -7.77574], [27.78631, 28.73092, -6.63522], [26.32957, 27.80214, -6.84913], [27.65570, 26.95311, -4.79147], [27.26047, 25.67658, -5.84759], [29.90459, 27.06814, -5.48756], [29.74679, 25.81171, -6.70122], [28.95528, 24.38394, -4.92113], [30.63648, 24.89280, -4.67629], [29.72415, 26.61164, -3.06250], [28.22492, 25.72193, -3.10657], [29.31738, 23.91563, -1.89619], [30.96291, 24.40605, -2.15264], [29.97022, 25.38667, -1.09663], [20.00123, 18.96347, -19.86530], [19.57426, 20.45095, -20.03581], [18.30784, 20.85279, -19.19597], [17.76964, 22.34779, -19.36111], [17.06181, 22.61224, -20.72738], [15.53321, 22.46990, -20.73967], [19.23515, 18.29080, -20.25095], [20.16738, 18.79446, -18.80137], [20.82181, 18.58071, -20.47213], [20.40387, 21.15795, -20.03641], [19.23786, 20.48758, -21.07196], [18.44402, 20.63437, -18.13680], [17.54875, 20.14189, -19.52232], [17.07800, 22.60963, -18.56038], [18.62164, 23.01961, -19.25691], [17.36158, 23.57903, -21.13179], [17.59731, 22.08951, -21.51991], [15.15000, 22.47548, -19.71926], [14.96608, 23.16858, -21.35474], [15.25255, 21.49478, -21.13776], [11.98179, 18.42321, -17.93360], [12.67040, 17.91070, -17.11654], [13.99269, 17.77745, -17.41220], [12.14986, 17.67044, -15.68755], [14.32794, 16.88556, -17.07721], [14.31037, 18.24164, -18.25107], [11.08073, 17.52313, -15.53470], [12.41887, 18.45379, -14.97897], [12.37343, 16.63159, -15.44485]], "atomic_forces_ev_per_a": [[-0.084, 0.524, 0.500], [-0.827, -1.456, -0.694], [0.343, 2.212, 1.236], [1.841, 0.357, -2.064], [-0.906, 0.306, 2.298], [0.585, -2.348, -2.094], [0.573, -0.038, -0.521], [-0.031, -0.429, -0.587], [-0.057, -0.052, 0.643], [0.220, 0.765, -0.085], [0.333, -0.223, 0.097], [0.114, -0.105, -0.200], [-0.173, 0.119, 0.028], [0.039, -0.005, 0.185], [-0.380, -0.280, -0.178], [-0.990, -0.234, 0.428], [0.142, 0.022, 0.194], [0.200, -0.022, 0.500], [-0.821, 0.036, 0.402], [-0.110, 0.841, -0.093], [-0.052, 1.648, -0.794], [-0.823, 0.792, 0.272], [1.384, 1.189, 1.051], [-2.412, -0.250, -1.321], [1.835, -0.317, 0.863], [1.314, -0.062, 0.872], [0.252, -0.482, -0.110], [-0.118, -0.572, 0.582], [0.061, -0.266, -0.157], [0.148, -0.157, -0.025], [0.077, -1.042, -0.304], [0.336, -0.119, 0.337], [-0.477, -0.295, -0.774], [0.187, -0.063, 0.497], [0.081, -0.237, -0.028], [-0.228, 0.070, -0.011], [-0.251, -0.057, -0.304], [-0.170, -0.352, -0.111], [-0.637, -0.017, -0.660], [-0.504, 0.589, 0.119], [-0.978, 0.095, -1.524], [1.354, 0.762, 1.397], [-0.650, 2.070, -0.427], [-1.311, -2.335, -0.986], [0.911, 1.002, 0.413], [-0.466, -0.120, 0.716], [0.159, 1.032, 0.207], [0.524, -0.885, 0.861], [0.123, -0.354, -0.393], [0.183, -0.136, 0.114], [-0.162, 0.029, 0.519], [0.029, 0.012, -0.493], [0.042, -0.116, 0.395], [-0.055, -0.236, -0.354], [-0.116, -0.329, 0.086], [-0.227, -0.036, 0.077], [0.106, -0.054, -0.295], [0.460, -0.660, -0.096], [0.084, 0.304, -0.383], [-0.010, -0.047, 0.153], [-0.555, 1.172, 0.463], [2.479, -1.477, -1.197], [-1.450, 0.669, 2.826], [1.512, -1.291, -0.770], [0.687, 0.822, -1.026], [-1.672, -0.728, 2.004], [-0.119, 0.396, 0.320], [-0.630, -0.037, -0.372], [-0.063, -0.206, -0.295], [-0.353, -0.271, -0.059], [0.269, 0.689, 0.318], [-0.680, -0.142, -0.356], [-0.032, 0.827, -0.650], [-0.014, -0.486, 0.310], [-0.012, 0.568, -0.207], [-0.133, -0.484, -0.497], [0.145, 0.367, 0.654], [0.343, -0.059, -0.910], [0.295, -0.177, -0.849], [-0.015, -0.140, 0.292], [-0.154, 0.291, 0.523], [0.472, -0.131, -0.591], [0.856, -0.387, 0.270], [-1.513, -0.305, 0.646], [1.085, -0.361, -1.134], [0.007, -0.513, 0.013], [-0.163, 0.217, -0.039], [0.020, 0.020, 0.586], [-0.421, 0.308, -0.071], [-0.011, 0.018, -0.270], [-0.056, -0.279, -0.110], [0.713, -0.035, -0.243], [-0.692, 0.343, -0.172], [-0.128, -0.030, 0.428], [-0.010, 0.359, -0.345], [-0.073, 0.314, -0.186], [-0.149, -0.329, 0.023], [-0.468, 0.373, 0.117], [0.385, 0.519, 0.223], [0.293, -0.392, 0.337], [-1.181, -0.846, 0.344], [1.673, 0.025, 1.731], [-0.486, 0.275, -0.197], [-0.234, 0.555, 0.305], [3.004, 0.722, -1.350], [-1.202, -1.721, 1.090], [-0.057, -0.472, -0.599], [-0.262, 0.633, -0.191], [-0.249, -0.022, -0.031], [-0.905, 0.021, -0.499], [0.580, 0.340, -0.335], [-0.513, 0.058, -0.721], [0.774, -0.422, -0.025], [-0.110, -0.611, 0.233], [0.379, -0.231, 0.286], [-0.193, 1.012, -0.663], [-1.092, -0.370, 0.818], [0.823, 0.641, -0.674], [-0.653, 0.440, 0.880], [-0.097, -0.030, -0.402], [-0.163, -1.972, 0.544], [0.815, 0.757, 0.634], [0.199, 1.281, 1.155], [-0.226, -1.386, 0.718], [0.898, 1.222, -1.821], [-1.096, -0.523, -0.520], [-0.035, 0.768, -0.424], [0.470, -0.326, 0.007], [-0.045, -0.042, -0.103], [-0.276, 0.259, 0.060], [-0.442, 0.119, -0.656], [0.091, 0.539, -0.494], [-0.320, -0.052, -0.152], [0.200, -0.729, 0.368], [0.068, -0.118, -0.265], [-0.141, 0.400, 0.070], [0.019, -0.210, 0.802], [0.119, -0.171, 0.554], [0.064, 0.337, -0.525], [-0.201, -0.160, 0.043], [-0.493, 0.480, 0.294], [-0.856, -0.419, -1.037], [0.271, 0.543, -0.327], [0.369, -1.193, -0.889], [0.886, 0.797, -0.223], [0.191, -1.041, -0.071], [-0.646, 0.151, 0.520], [0.173, -0.489, -0.085], [0.617, 0.808, 0.226], [0.074, -0.019, 0.684], [-0.072, 0.302, -0.275], [0.265, 0.118, 0.131], [-0.345, 0.075, -0.009], [0.010, -0.221, 0.123], [0.088, 0.025, -0.017], [-0.353, 0.768, 0.747], [-0.439, -1.103, 0.048], [-0.092, 0.288, -0.007], [0.366, 0.326, 0.140], [-0.021, -0.197, 0.044], [-2.286, 1.177, -1.762], [-0.411, 1.304, 1.125], [0.452, -1.122, 1.716], [-0.192, -1.574, -0.290], [1.031, 0.363, -0.344], [-0.112, -0.696, -0.079], [-0.393, 0.860, -1.163], [0.693, -0.426, -0.059], [1.228, 0.126, 0.857]], "homo_lumo_gap_ha": 0.3651, "fmax_ev_per_a": 3.4, "e_homo_ev": -9.60, "smiles": "CC(N)=O.CCCCCC.CCCCCC.CCCCCC.CCCCCC.CCCCCC.CCCCCC.CCCCCC.CCCCCC"}